# 1
Density functional theory data (wB97M-V/def2-TZVPD) for a structure of composition C18H48BF4O18PtS6 at a distorted geometry.

Cartesian coordinates (Å):
Pt1 -1.387 -1.518 0.182
B1 0.352 0.728 0.242
F1 -0.989 0.738 -0.239
F2 0.406 1.679 1.255
F3 0.408 -0.565 0.890
F4 1.278 0.784 -0.768
O1 1.174 -2.824 3.938
S1 -0.214 -2.828 3.575
O2 -0.681 -2.495 2.232
O3 -0.937 -4.260 3.971
C1 -0.198 -5.133 4.848
C2 0.536 -6.167 4.007
C3 -1.100 -1.753 4.767
H1 -0.951 -5.468 5.560
H2 0.578 -4.574 5.374
H3 1.269 -5.580 3.444
H4 -0.063 -6.699 3.270
H5 1.177 -6.877 4.530
H6 -0.557 -0.815 4.682
H7 -0.940 -2.232 5.730
H8 -2.135 -1.758 4.447
O4 5.429 -2.371 -2.721
S2 5.574 -2.738 -1.329
O5 6.688 -2.508 -0.456
O6 4.261 -2.331 -0.443
C4 4.347 -1.148 0.362
C5 4.501 0.163 -0.419
C6 5.348 -4.529 -1.225
H9 5.195 -1.207 1.040
H10 3.415 -1.104 0.924
H11 4.886 -0.023 -1.422
H12 5.333 0.677 0.077
H13 3.763 0.958 -0.349
H14 6.243 -4.898 -0.737
H15 5.125 -5.018 -2.171
H16 4.448 -4.740 -0.649
O7 1.210 6.075 0.562
S3 2.331 5.195 0.280
O8 3.441 5.664 -0.512
O9 2.883 4.593 1.706
C7 4.221 4.951 2.094
C8 4.525 4.357 3.460
C9 1.736 3.688 -0.579
H17 4.254 6.036 2.174
H18 4.920 4.506 1.386
H19 3.882 4.768 4.239
H20 5.554 4.602 3.728
H21 4.432 3.272 3.521
H22 1.027 3.358 0.170
H23 2.612 3.077 -0.763
H24 1.314 4.026 -1.520
O10 -3.422 -0.527 -0.886
S4 -4.265 0.066 -1.901
O11 -4.784 1.388 -1.724
O12 -3.460 -0.095 -3.298
C10 -4.177 0.244 -4.534
C11 -3.630 1.643 -4.850
C12 -5.664 -1.030 -2.150
H25 -5.258 0.267 -4.411
H26 -3.896 -0.530 -5.245
H27 -3.916 2.266 -4.004
H28 -4.057 2.054 -5.765
H29 -2.542 1.643 -4.877
H30 -5.287 -1.908 -2.679
H31 -6.421 -0.631 -2.816
H32 -5.939 -1.342 -1.146
O13 -3.597 0.257 3.993
S5 -3.098 0.556 2.678
O14 -2.198 -0.383 1.988
O15 -4.359 0.907 1.727
C13 -5.626 1.192 2.344
C14 -6.656 1.332 1.251
C15 -2.294 2.153 2.656
H33 -5.548 2.115 2.922
H34 -5.854 0.341 2.987
H35 -6.430 2.147 0.564
H36 -7.628 1.508 1.709
H37 -6.669 0.468 0.587
H38 -2.904 2.798 3.281
H39 -2.357 2.447 1.609
H40 -1.250 1.974 2.897
O16 -0.679 -1.418 -1.759
S6 -0.011 -1.391 -3.054
O17 -0.512 -2.139 -4.169
O18 0.089 0.146 -3.536
C16 0.486 0.445 -4.889
C17 1.106 1.825 -4.892
C18 1.802 -1.695 -2.907
H41 -0.293 0.383 -5.650
H42 1.209 -0.308 -5.217
H43 1.619 2.117 -5.805
H44 1.843 1.926 -4.093
H45 0.276 2.496 -4.661
H46 1.938 -2.434 -2.116
H47 2.356 -0.789 -2.692
H48 2.036 -2.213 -3.834

2S+1: 3
Orbital gap (spin up / spin down) in eV: 8.93 / 6.97
Charge: +1
Highest occupied orbital energy (spin up / spin down) in eV: -12.356 / -12.356
LUMO energy (spin up / spin down) in eV: -3.422 / -5.390

***

# 2
Density functional theory data (wB97M-V/def2-TZVPD) for a cluster of 4 separate species, C18H48BrN3O6 in total at a distorted geometry.

Cartesian coordinates (Å):
Br1 -5.863 6.787 -7.749
C1 -8.806 11.620 -7.062
O1 -10.195 11.569 -6.816
C2 -10.948 11.796 -7.932
C3 -11.133 10.827 -9.106
N1 -11.606 9.458 -8.621
H1 -11.593 8.787 -9.376
H2 -10.899 9.104 -7.992
C4 -13.061 9.533 -8.045
C5 -13.653 8.063 -7.972
O2 -13.385 7.426 -9.248
C6 -13.959 6.110 -9.225
H3 -8.563 12.683 -7.062
H4 -8.363 11.217 -7.973
H5 -8.268 11.152 -6.238
H6 -10.705 12.730 -8.439
H7 -11.917 11.967 -7.463
H8 -10.197 10.593 -9.613
H9 -11.842 11.294 -9.789
H10 -13.610 10.005 -8.861
H11 -13.033 10.070 -7.097
H12 -14.727 8.108 -7.793
H13 -13.113 7.492 -7.217
H14 -13.782 5.525 -10.127
H15 -14.975 6.139 -8.829
H16 -13.379 5.493 -8.538
C7 1.924 5.644 -15.563
O3 1.454 6.376 -14.461
C8 2.148 6.092 -13.283
C9 1.355 6.800 -12.171
N2 1.261 8.343 -12.435
H17 2.196 8.714 -12.345
H18 1.006 8.481 -13.403
C10 0.128 9.074 -11.662
C11 -0.149 10.532 -12.168
O4 0.931 11.081 -12.918
C12 0.420 12.152 -13.771
H19 2.969 5.915 -15.714
H20 1.531 6.167 -16.435
H21 1.738 4.571 -15.517
H22 3.183 6.431 -13.310
H23 2.217 5.009 -13.179
H24 1.940 6.779 -11.251
H25 0.348 6.435 -11.968
H26 0.384 9.100 -10.603
H27 -0.749 8.436 -11.767
H28 -0.574 11.239 -11.456
H29 -1.000 10.396 -12.834
H30 1.178 12.830 -14.164
H31 -0.070 12.930 -13.186
H32 -0.306 11.683 -14.435
C13 -10.889 -5.855 -4.520
O5 -10.298 -4.811 -5.244
C14 -8.888 -4.640 -5.014
C15 -8.350 -3.457 -5.807
N3 -8.773 -2.128 -5.263
H33 -9.776 -2.093 -5.381
H34 -8.683 -2.038 -4.261
C16 -8.258 -0.895 -6.052
C17 -8.334 -0.914 -7.584
O6 -9.680 -1.271 -7.996
C18 -9.862 -1.242 -9.358
H35 -10.445 -6.834 -4.700
H36 -11.945 -5.960 -4.771
H37 -10.971 -5.715 -3.442
H38 -8.305 -5.525 -5.266
H39 -8.711 -4.395 -3.967
H40 -8.748 -3.477 -6.821
H41 -7.273 -3.469 -5.974
H42 -7.266 -0.675 -5.657
H43 -8.878 -0.044 -5.770
H44 -7.635 -1.612 -8.043
H45 -8.061 0.069 -7.969
H46 -10.896 -1.357 -9.681
H47 -9.282 -2.073 -9.759
H48 -9.561 -0.295 -9.806

2S+1: 1
Orbital gap in eV: 5.05
Charge: +2
Highest occupied orbital energy in eV: -8.633
LUMO energy in eV: -3.585

***

# 3
Density functional theory data (wB97M-V/def2-TZVPD) for a structure of composition C18H48ClO2P2Si4TeYb at a distorted geometry.

Cartesian coordinates (Å):
C1 2.474 -3.812 -2.952
C2 1.717 -3.338 -1.808
H1 2.570 -4.909 -2.920
H2 3.484 -3.358 -2.841
H3 1.944 -3.502 -3.882
O1 0.892 -3.638 -1.009
Cl1 1.578 1.623 -2.464
Yb1 1.223 -0.560 -1.510
P1 1.951 0.358 1.214
C3 1.858 -0.107 2.979
C4 3.171 -0.876 0.596
H4 4.072 -0.641 1.183
H5 3.894 1.533 1.975
H6 3.420 -0.762 -0.480
H7 3.347 2.166 0.376
H8 1.288 -1.039 3.103
H9 2.858 -1.911 0.786
C5 3.025 1.839 1.373
H10 2.898 -0.253 3.307
H11 2.499 2.678 1.850
H12 1.383 0.684 3.579
P2 -2.014 0.469 -1.226
C6 -3.475 -0.326 -0.490
C7 -2.817 1.713 -2.300
H13 -0.705 -0.366 -3.131
H14 -2.385 -0.965 -3.075
H15 -1.168 -1.744 -2.003
C8 -1.487 -0.789 -2.465
H16 -2.073 2.115 -2.995
H17 -3.619 1.210 -2.861
H18 -4.156 -0.550 -1.322
H19 -3.965 0.334 0.241
H20 -3.235 2.545 -1.720
H21 -3.184 -1.260 0.007
C9 -0.130 -1.320 0.475
O2 -0.791 -1.807 1.299
C10 -1.442 6.353 1.802
Si1 -2.927 5.192 1.755
C11 -4.266 5.868 2.909
C12 -3.629 5.111 0.009
Si2 -2.209 3.033 2.375
Te1 -0.655 2.052 0.502
Si3 -1.031 3.382 4.385
C13 -1.919 4.593 5.533
C14 -0.879 1.709 5.242
C15 0.681 4.077 4.020
Si4 -4.177 1.920 3.007
C16 -4.876 2.613 4.621
C17 -5.480 2.161 1.666
C18 -3.743 0.109 3.266
H22 -1.736 7.309 1.341
H23 -0.597 5.945 1.232
H24 -1.091 6.560 2.822
H25 -4.571 6.854 2.528
H26 -5.162 5.233 2.939
H27 -3.915 6.005 3.940
H28 -2.890 4.716 -0.701
H29 -4.533 4.492 -0.054
H30 -3.892 6.132 -0.307
H31 -2.906 4.243 5.858
H32 -1.296 4.712 6.433
H33 -2.042 5.588 5.086
H34 -0.594 0.904 4.552
H35 -0.104 1.788 6.018
H36 -1.818 1.416 5.731
H37 1.280 3.391 3.408
H38 0.638 5.041 3.497
H39 1.206 4.230 4.975
H40 -5.152 3.673 4.557
H41 -5.790 2.044 4.850
H42 -4.190 2.489 5.469
H43 -5.115 1.949 0.654
H44 -6.310 1.470 1.878
H45 -5.880 3.185 1.670
H46 -3.184 -0.325 2.426
H47 -3.142 -0.031 4.175
H48 -4.681 -0.451 3.391

2S+1: 2
Orbital gap (spin up / spin down) in eV: 5.56 / 5.55
Charge: +2
Highest occupied orbital energy (spin up / spin down) in eV: -12.973 / -12.972
LUMO energy (spin up / spin down) in eV: -7.415 / -7.421

***

Quick rundown of electronic energy, same order as above: -136096.136, -106222.248, -124961.167 eV
Quick rundown of energy above the lowest of the compared OMol25 structures with the same formula, charge and spin, same order as above: 232.5, 436.8, 81.7 kJ/mol